ORCA calculation (ωB97M-V with the def2-TZVPD basis set) on a cluster of 2 separate species, C3H10NOS in total at a distorted geometry.

Bonds (Å) are listed after each position.
CARTESIAN COORDINATES (ANGSTROEM)
1 C 0.26161 1.81544 1.14190  S2 1.833, H4 1.079, H5 1.090, H6 1.064
2 S 0.46892 1.24835 2.87254  C1 1.833, C3 1.817
3 C 0.72199 -0.49668 2.43512  S2 1.817, H7 1.092, H8 1.087, H9 1.086
4 H 1.04433 1.31203 0.59611  C1 1.079
5 H 0.23295 2.90492 1.16343  C1 1.090
6 H -0.65337 1.49950 0.70056  C1 1.064
7 H 0.20724 -0.73900 1.50254  C3 1.092
8 H 1.77196 -0.73004 2.27935  C3 1.087
9 H 0.38297 -1.08383 3.28403  C3 1.086
10 N 0.08360 -1.37449 -2.56878  C11 1.498, H13 1.017, H14 1.015
11 C -1.10699 -0.67462 -1.98884  N10 1.498, O12 1.344, H15 1.121, H16 1.111
12 O -0.76911 0.06257 -0.91744  C11 1.344
13 H -0.07664 -1.57134 -3.55335  N10 1.017
14 H 0.83019 -0.69036 -2.49313  N10 1.015
15 H -1.54796 -0.06305 -2.81808  C11 1.121
16 H -1.85168 -1.41940 -1.63596  C11 1.111

Properties
ΔE to the lowest compared entry with this formula, charge and spin: 1.959 eV
HOMO: -2.6345 eV
Total charge: -1
DFT total energy: -17645.48344 eV

For reference, the Mulliken charges in units of e are:
1. C -0.676
2. S -0.161
3. C -0.692
4. H 0.204
5. H 0.321
6. H 0.264
7. H 0.179
8. H 0.256
9. H 0.302
10. N -0.647
11. C -0.419
12. O -0.707
13. H 0.208
14. H 0.211
15. H 0.169
16. H 0.188